1.
Entry from the OMol25 dataset: the molecule C4H4ClN3 in a non-equilibrium geometry (ωB97M-V/def2-TZVPD).

XYZ file:
```
12
Properties=species:S:1:pos:R:3:mulliken_charge:R:1
Cl -1.514 -3.425 -0.626 -0.17
C -1.128 -1.751 -0.755 -0.14
C -0.339 -1.196 0.166 -0.15
N 0.061 0.162 -0.017 0.59
C 0.730 0.900 0.956 -0.01
C 0.872 2.091 0.260 -0.40
N 0.429 1.964 -1.005 -0.52
N -0.118 0.788 -1.118 -0.39
H -1.520 -1.234 -1.587 0.41
H 0.069 -1.627 1.141 0.16
H 1.133 0.346 1.891 0.22
H 1.324 2.982 0.693 0.38
```

## Properties
- relative energy (zero: lowest compared OMol25 entry of this formula, charge and spin) (eV) = 2.8033
- frontier orbital gap (eV) = 9.963
- highest occupied orbital energy (eV) = -9.44

***

2.
Entry from the OMol25 dataset: the molecule C4H4ClN3 in a non-equilibrium geometry (ωB97M-V/def2-TZVPD).

XYZ file:
```
12
Properties=species:S:1:pos:R:3:mulliken_charge:R:1
C -1.137 0.477 -0.027 -1.12
C 0.005 0.572 0.953 0.85
Cl -0.435 1.630 2.344 -0.22
C 0.812 -0.597 1.258 0.12
N 1.772 -1.426 1.272 -0.59
N 2.813 -0.867 0.610 0.23
N 2.554 0.371 0.124 -0.58
C 1.368 0.680 0.450 0.08
H -0.812 -0.059 -0.917 0.34
H -1.455 1.476 -0.313 0.33
H -1.978 -0.046 0.423 0.31
H 3.657 -1.374 0.375 0.25
```

## Properties
- relative energy (zero: lowest compared OMol25 entry of this formula, charge and spin) (eV) = 5.8453
- frontier orbital gap (eV) = 9.833
- highest occupied orbital energy (eV) = -9.09